Computed, not measured: a cluster of 2 separate species, C34H38BNO3S in total, with ωB97M-V/def2-TZVPD.

For the HOMO-LUMO gap, the calculation gives 3.975 eV. As for the total charge: 0. As for the relative energy (zero: lowest compared OMol25 entry of this formula, charge and spin): 55.20 kcal per mole. The value obtained for the energy is -55016.1748 eV.

Geometry as XYZ:
```
78
Properties=species:S:1:pos:R:3:forces:R:3:lowdin_charge:R:1
C -1.59450 -3.55348 3.05154 0.20 -0.64 -0.22 -0.113
C -1.51229 -2.15372 2.57457 -1.03 1.06 -0.52 -0.597
C -2.58863 -1.33183 2.25612 0.90 -0.74 0.23 -0.148
C -2.22467 0.02388 2.07907 1.37 0.01 0.09 -0.134
C -0.85386 0.25026 2.27344 -1.95 -1.60 1.35 -0.478
B -0.67985 -1.51098 -2.50143 -0.20 0.17 2.20 -0.603
C -0.33216 1.41726 2.94442 0.52 1.33 -0.28 -0.264
C -1.12110 2.59419 3.05126 0.64 -0.63 0.13 -0.037
C -0.57751 3.77216 3.52737 0.36 -0.06 -0.02 -0.029
C 0.79046 3.81957 3.89538 -0.11 -0.84 -0.48 -0.248
N 1.41000 5.01033 4.11300 0.48 0.90 0.58 -0.200
C 2.84604 5.06765 4.30546 -0.10 -0.05 -0.05 -0.064
C 0.70423 6.26521 3.95153 0.03 -0.24 -0.01 -0.069
C 1.53009 2.60394 3.94966 -0.36 0.62 -0.07 -0.022
C 0.97102 1.43288 3.48047 -0.44 0.21 -0.11 -0.053
O -0.24190 -2.77771 -2.18876 -0.60 0.60 -0.15 0.158
C -1.44262 -3.56687 -2.05494 -0.25 -0.50 -0.63 -0.436
C -1.41846 -4.65558 -3.12033 -0.02 -0.16 -0.13 -0.017
C -1.36671 -4.22839 -0.68915 -0.10 -0.03 0.39 -0.006
C -2.62884 -2.51950 -2.30053 -0.34 -0.39 0.06 -0.442
C -3.74017 -2.96839 -3.23027 -0.12 -0.35 -0.15 -0.016
C -3.22147 -1.99366 -0.99863 -0.02 0.16 0.18 -0.005
O -1.97915 -1.40638 -2.95825 0.95 -0.06 0.41 0.145
S -0.01983 -1.29074 2.46995 -0.88 0.55 0.61 1.091
H -2.61091 -3.75404 3.40901 0.21 -0.01 -0.09 0.084
H -1.36385 -4.26594 2.24678 -0.03 -0.04 0.27 0.061
H -0.89340 -3.73032 3.87967 -0.22 -0.01 -0.23 0.077
H -3.60979 -1.70632 2.22330 0.19 0.10 0.05 0.112
H -2.92350 0.82217 1.85371 0.03 -0.12 0.29 0.108
H -2.16501 2.57659 2.73923 0.31 0.04 0.04 0.107
H -1.18565 4.67686 3.54796 0.18 -0.32 -0.01 0.094
H 3.39577 4.78786 3.38984 -0.09 0.03 0.21 0.087
H 3.10909 6.09624 4.57520 0.08 -0.35 -0.01 0.081
H 3.15499 4.38757 5.11157 0.04 0.29 -0.12 0.083
H -0.21702 6.26800 4.54740 0.17 0.15 -0.06 0.084
H 1.36390 7.06632 4.29782 -0.31 -0.08 -0.09 0.080
H 0.43420 6.45129 2.89987 0.00 0.03 0.14 0.090
H 2.55952 2.60851 4.30518 -0.34 -0.07 -0.14 0.095
H 1.56054 0.51546 3.53244 -0.18 0.27 -0.17 0.089
H -2.32631 -5.26989 -3.04626 0.21 0.12 -0.12 0.095
H -1.34947 -4.22842 -4.12950 0.00 -0.14 0.24 0.097
H -0.55524 -5.31185 -2.94756 -0.16 0.23 -0.11 0.095
H -2.28437 -4.79053 -0.46710 0.15 0.19 -0.01 0.103
H -0.53758 -4.95049 -0.69652 -0.19 0.23 -0.03 0.099
H -1.16448 -3.50525 0.11449 -0.21 -0.12 -0.30 0.075
H -4.32546 -3.77566 -2.77643 0.09 0.05 -0.09 0.097
H -4.42046 -2.12933 -3.41500 0.19 -0.10 0.09 0.097
H -3.34909 -3.31183 -4.19536 -0.13 0.10 0.24 0.085
H -3.78094 -2.77699 -0.46918 0.23 0.13 -0.09 0.099
H -2.44116 -1.59742 -0.33498 -0.19 -0.17 -0.13 0.071
H -3.92400 -1.17595 -1.21126 0.20 -0.18 -0.05 0.106
C 2.95718 -1.78742 -5.77380 0.18 0.06 0.36 -0.073
C 1.60691 -1.45925 -5.62540 -0.11 -0.04 0.30 -0.061
C 1.12981 -0.98420 -4.40642 0.30 -0.10 0.08 -0.010
C 1.98496 -0.88753 -3.27406 0.94 -0.21 -1.51 -0.130
C 1.48478 -0.43357 -2.02078 -0.54 1.71 0.43 -0.116
O 2.38899 -0.02073 -1.12675 -0.02 -2.35 -0.46 0.105
C 2.05397 1.01987 -0.26238 -0.38 1.87 0.47 -0.175
C 0.68910 1.33850 -0.09785 1.22 1.25 0.26 -0.212
C 0.42525 2.69462 0.24562 -0.22 -0.94 -0.13 -0.029
C 1.46166 3.56430 0.53240 0.67 0.23 0.23 -0.102
C 2.78711 3.11299 0.56890 -0.38 0.66 0.54 -0.108
C 3.09079 1.80514 0.20662 -0.33 -0.37 -0.78 -0.012
C -0.21866 0.30558 -0.39381 -1.89 -1.18 -2.03 -0.077
C 0.06573 -0.26416 -1.76561 1.00 -0.04 -0.40 -0.097
C 3.36090 -1.18424 -3.45206 -0.49 -0.03 -0.07 0.011
C 3.83141 -1.62174 -4.68533 -0.20 -0.08 -0.27 -0.069
H 3.32842 -2.15815 -6.73279 -0.10 0.15 0.36 0.106
H 0.90803 -1.58558 -6.45487 0.28 0.16 0.20 0.112
H 0.08997 -0.62777 -4.35532 0.50 -0.25 -0.11 0.124
H -0.61418 3.03793 0.24967 0.39 -0.15 0.05 0.120
H 1.24163 4.61375 0.74935 0.08 -0.35 0.00 0.102
H 3.58150 3.79258 0.86803 -0.12 -0.15 0.02 0.091
H 4.10649 1.41466 0.20696 -0.14 0.20 -0.23 0.117
H -1.27573 0.42965 -0.16955 0.29 0.22 -0.28 0.082
H -0.25837 0.52753 -2.48479 0.41 0.15 0.02 0.206
H 4.03998 -1.07456 -2.60881 -0.18 -0.03 -0.20 0.121
H 4.89393 -1.84491 -4.80237 -0.34 0.05 0.02 0.107
```
Positions in Å, forces in eV/Å.



Computed, not measured: a structure of composition C34H38BrN3PdS3, with ωB97M-V/def2-TZVPD.

For the HOMO-LUMO gap, the calculation gives 7.884 eV. As for the total charge: 0. As for the relative energy (zero: lowest compared OMol25 entry of this formula, charge and spin): 8.73 kcal per mole. The value obtained for the energy is -146373.5944 eV.

Geometry as XYZ:
```
80
Properties=species:S:1:pos:R:3:forces:R:3:lowdin_charge:R:1
Pd -0.14376 -1.05247 -0.14860 0.19 -0.30 -0.61 0.756
C 2.11140 3.69531 1.29025 -0.01 -0.01 0.01 -0.018
C 2.48828 4.29406 -0.03709 -0.01 0.04 0.04 -0.218
C 3.55012 5.19165 -0.12183 -0.01 0.02 0.02 -0.047
C 3.89003 5.81001 -1.31377 -0.01 -0.01 -0.01 -0.080
C 3.16387 5.53457 -2.46369 0.01 0.00 0.01 -0.082
C 2.12630 4.62052 -2.41133 -0.02 -0.06 -0.01 -0.016
C 1.78791 3.99821 -1.21208 0.16 0.08 -0.04 -0.219
N 0.70605 3.08620 -1.19522 -0.09 -0.07 -0.09 0.132
C 0.76803 1.77964 -0.76473 -0.08 -0.02 -0.08 -0.368
N 2.02081 1.26633 -0.74449 0.09 0.05 -0.07 0.152
C 2.55686 0.11792 -0.10986 -0.01 -0.04 0.05 -0.194
C 1.79175 -0.99564 0.23295 -0.18 0.31 0.05 -0.189
C 2.42370 -1.99667 0.97416 -0.06 -0.01 -0.02 -0.150
C 3.76592 -1.93419 1.29814 0.01 -0.02 -0.03 -0.086
C 4.53046 -0.86969 0.84306 -0.04 -0.04 0.00 -0.062
C 3.94323 0.16498 0.13609 0.02 0.04 0.01 -0.220
C 4.79948 1.30170 -0.36521 -0.03 0.01 0.03 -0.040
N -0.30172 1.10989 -0.46363 0.26 0.01 0.36 0.048
C -1.54503 1.78435 -0.56695 -0.14 0.07 -0.06 -0.301
C -1.92731 2.72943 0.38576 0.03 -0.05 -0.02 -0.058
C -3.15951 3.35671 0.30964 0.01 0.01 0.03 -0.084
C -4.02412 3.04139 -0.72829 -0.03 0.00 -0.02 -0.084
C -3.64148 2.11080 -1.68082 -0.01 0.01 0.00 -0.048
C -2.40525 1.47310 -1.62748 0.00 0.02 0.04 -0.249
C -2.00851 0.48857 -2.69105 0.04 0.01 -0.01 -0.041
H 2.29751 4.41148 2.08970 0.02 -0.01 0.01 0.086
H 2.68468 2.79185 1.51142 0.01 -0.02 -0.02 0.083
H 1.05802 3.41889 1.31764 0.01 0.02 0.00 0.066
H 4.10251 5.42583 0.78090 0.00 0.00 -0.01 0.116
H 4.71384 6.51080 -1.34285 0.00 0.00 0.00 0.104
H 3.41281 6.01670 -3.39953 0.00 0.00 0.00 0.104
H 1.56827 4.36667 -3.30432 0.00 0.00 0.00 0.116
H -0.18985 3.40538 -1.52548 -0.03 -0.01 0.06 0.147
H 2.72006 1.92050 -1.05622 -0.02 -0.01 -0.05 0.103
H 1.84836 -2.85894 1.28031 0.02 -0.02 0.00 0.076
H 4.22065 -2.72902 1.87581 0.01 0.01 0.00 0.102
H 5.59522 -0.83537 1.03969 0.00 0.00 0.01 0.106
H 5.84636 1.10310 -0.14346 0.00 0.00 0.00 0.080
H 4.54678 2.25797 0.09974 -0.03 0.04 0.00 0.066
H 4.71896 1.43288 -1.44929 0.00 -0.01 0.00 0.091
H -1.24490 2.95586 1.19702 0.00 -0.01 0.01 0.111
H -3.44358 4.08233 1.06100 0.00 0.00 0.00 0.103
H -4.99380 3.51734 -0.79520 0.00 0.00 0.00 0.101
H -4.31861 1.86370 -2.49017 0.00 0.00 0.00 0.112
H -2.88353 0.15242 -3.24583 0.01 0.00 -0.01 0.081
H -1.49714 -0.38347 -2.27861 -0.03 0.00 0.01 0.040
H -1.31121 0.94280 -3.40015 0.00 -0.01 -0.01 0.089
C -3.92605 -3.76101 1.32141 -0.08 -0.05 0.08 -0.520
C -4.32222 -2.33610 0.92757 0.00 0.02 -0.06 -0.490
S -3.05070 -1.09587 0.51166 0.20 0.09 0.10 0.887
C -2.85221 -0.16123 2.04555 -0.18 0.05 -0.03 -0.520
C -2.25893 -0.88100 3.23948 0.05 -0.02 0.10 -0.540
S -0.63413 -1.61901 2.95098 -0.03 -0.11 0.26 0.869
C -0.96273 -3.28059 2.30577 0.03 0.04 0.00 -0.557
C -1.78608 -4.25248 3.13108 -0.01 0.02 0.00 -0.508
S -3.59449 -4.02495 3.08848 0.10 0.00 -0.09 0.862
H -3.09483 -4.13976 0.72767 0.02 0.02 0.01 0.058
H -4.78071 -4.40047 1.09153 0.01 -0.01 0.02 0.069
H -4.94091 -1.88850 1.70715 -0.01 0.00 0.00 0.075
H -4.94450 -2.39240 0.03223 0.04 0.02 -0.03 0.069
H -3.82348 0.26983 2.30537 0.00 -0.01 0.01 0.086
H -2.20307 0.66375 1.75807 0.01 -0.01 -0.05 0.038
H -2.94120 -1.62092 3.64680 0.00 -0.03 -0.03 0.021
H -2.08680 -0.14148 4.02609 0.01 0.00 0.00 0.074
H 0.04662 -3.68609 2.20042 -0.01 -0.03 0.03 0.065
H -1.34758 -3.21470 1.29339 0.00 0.04 0.00 -0.003
H -1.51847 -4.20364 4.18756 -0.02 0.01 0.00 0.072
H -1.57051 -5.26414 2.78176 -0.01 0.00 0.00 0.075
Br -0.16991 -7.02261 -3.23943 0.00 0.08 0.04 0.692
C -0.07117 -5.35447 -2.32364 -0.01 -0.14 -0.08 -0.707
C 1.15810 -4.79076 -2.05173 0.15 0.00 -0.01 -0.138
C 1.22896 -3.57946 -1.37263 -0.03 0.07 0.00 -0.112
C 0.08825 -2.89873 -0.93679 -0.36 -0.05 0.14 -0.239
C -1.13880 -3.49855 -1.27284 0.16 -0.07 -0.07 -0.162
C -1.23163 -4.70854 -1.95063 -0.12 0.04 0.04 -0.147
H 2.06481 -5.28585 -2.37493 0.00 0.00 0.01 0.098
H 2.21165 -3.16270 -1.20397 0.02 0.00 0.04 0.086
H -2.06815 -3.00614 -1.01603 -0.02 0.01 0.01 0.035
H -2.19803 -5.13786 -2.18340 0.01 0.00 0.00 0.097
```
Positions in Å, forces in eV/Å.



Computed, not measured: a structure of composition C34H38N3O3PPdS2, with ωB97M-V/def2-TZVPD.

For the HOMO-LUMO gap, the calculation gives 5.063 eV. As for the total charge: -2. As for the relative energy (zero: lowest compared OMol25 entry of this formula, charge and spin): 26.56 kcal per mole. The value obtained for the energy is -80928.4689 eV.

Geometry as XYZ:
```
82
Properties=species:S:1:pos:R:3:forces:R:3:lowdin_charge:R:1
Pd -0.03837 -0.51391 0.89663 0.70 -0.90 0.55 0.319
O -3.77223 2.39492 0.63615 -0.03 0.02 0.12 -0.364
S -2.50890 1.70394 0.84531 -0.10 -0.31 0.14 0.419
O -1.97646 1.12966 -0.39627 -0.30 0.05 -0.22 -0.421
O -2.50942 0.75314 1.94710 -0.07 0.20 -0.07 -0.370
C -1.34157 3.01529 1.24292 0.09 0.06 -0.29 -0.242
C -1.92529 4.20648 1.67366 -0.03 0.03 -0.01 -0.080
C -1.17358 5.35520 1.83768 0.03 -0.05 -0.02 -0.103
C 0.18056 5.32085 1.53532 0.03 0.03 0.01 -0.099
C 0.76102 4.13070 1.13430 0.00 -0.03 0.07 -0.107
C 0.03706 2.94027 1.00024 0.03 0.09 0.17 -0.278
P 1.00152 1.31640 0.73834 -0.46 1.25 0.04 0.907
C 2.00832 1.63453 2.27055 0.16 -0.01 0.05 -0.332
C 1.44510 1.14840 3.45325 0.02 0.00 -0.03 -0.101
C 2.04718 1.37843 4.68041 0.03 0.02 0.01 -0.087
C 3.23719 2.09220 4.75556 -0.05 -0.03 0.00 -0.119
C 3.80987 2.57892 3.59032 0.02 0.02 -0.05 -0.110
C 3.19695 2.35721 2.36211 0.05 -0.08 -0.01 -0.115
C 2.10526 1.92422 -0.59612 0.10 -0.20 -0.23 -0.363
C 1.57972 2.65523 -1.66718 0.09 0.13 0.12 -0.119
C 2.32542 2.89073 -2.81168 0.03 0.03 0.01 -0.109
C 3.61882 2.39432 -2.92504 -0.03 0.01 0.00 -0.122
C 4.14918 1.64791 -1.88098 -0.02 0.00 0.04 -0.105
C 3.39675 1.40723 -0.73986 0.02 0.01 -0.01 -0.111
H -2.99446 4.21740 1.83562 0.01 -0.02 -0.01 0.099
H -1.64532 6.27256 2.17061 0.00 0.00 0.00 0.089
H 0.78945 6.21388 1.62825 0.00 -0.01 -0.01 0.090
H 1.82659 4.11533 0.94082 -0.01 0.01 -0.03 0.093
H 0.52727 0.57305 3.38516 0.01 -0.03 0.00 0.085
H 1.59367 0.98220 5.58126 -0.01 0.00 -0.01 0.097
H 3.71517 2.26302 5.71341 0.00 -0.01 0.00 0.086
H 4.73781 3.13923 3.63441 0.00 -0.01 -0.01 0.088
H 3.65996 2.75384 1.46607 0.00 0.00 0.00 0.087
H 0.56654 3.03590 -1.59681 0.01 -0.01 0.00 0.106
H 1.89084 3.46048 -3.62572 -0.01 -0.01 0.00 0.095
H 4.19935 2.57383 -3.82222 0.00 0.00 0.00 0.084
H 5.14894 1.23664 -1.96140 0.00 -0.01 0.00 0.091
H 3.80979 0.78878 0.05004 0.00 -0.01 -0.02 0.102
C -4.99093 -4.07466 -0.61165 0.04 0.03 -0.02 -0.121
C -3.80331 -4.21442 -1.56075 -0.01 0.02 0.03 -0.276
C -2.46628 -4.33393 -0.83257 -0.02 0.00 0.04 -0.218
C -2.00571 -3.04722 -0.14388 -0.09 -0.01 -0.04 -0.250
N -2.08568 -1.87199 -1.00711 0.20 0.02 0.14 -0.009
C -1.11981 -1.58399 -1.92529 0.40 0.12 -0.06 -0.846
S 0.22303 -2.53788 -2.22701 -0.19 -0.40 -0.16 0.622
N -1.31546 -0.40117 -2.56441 0.04 0.18 0.15 -0.010
C -0.21914 0.28087 -3.24074 0.00 -0.08 -0.01 -0.246
C -0.07962 -0.04505 -4.72440 -0.01 -0.01 -0.01 -0.214
C -1.25115 0.39703 -5.60651 0.02 -0.01 -0.02 -0.269
C -2.46027 -0.53667 -5.56651 0.04 0.00 0.01 -0.121
H -5.93780 -4.02777 -1.15497 0.01 0.00 0.01 0.059
H -4.90813 -3.16489 -0.01429 -0.01 -0.01 0.00 0.068
H -5.03859 -4.92072 0.07990 -0.01 0.00 0.00 0.065
H -3.76538 -3.34405 -2.21999 0.01 -0.01 -0.03 0.095
H -3.94554 -5.08750 -2.20565 -0.01 -0.03 0.04 0.095
H -1.68923 -4.65814 -1.52527 0.00 0.06 -0.05 0.073
H -2.54459 -5.10400 -0.05539 0.04 -0.03 -0.03 0.107
H -0.99028 -3.16348 0.23813 0.05 -0.04 0.00 0.064
H -2.64262 -2.83152 0.71583 -0.01 0.04 -0.01 0.114
H -2.42270 -1.03212 -0.54288 -0.19 0.01 -0.07 0.102
H -1.86063 0.24584 -1.99922 -0.13 -0.03 -0.06 0.082
H 0.71807 0.04882 -2.72771 0.00 0.01 -0.02 0.080
H -0.40414 1.35156 -3.11518 -0.03 -0.05 -0.05 0.111
H 0.09202 -1.11904 -4.83309 -0.02 -0.01 0.01 0.082
H 0.83505 0.45049 -5.06789 0.00 0.02 0.00 0.102
H -0.90283 0.46671 -6.64337 -0.01 0.03 0.00 0.090
H -1.55542 1.41053 -5.32088 -0.01 -0.01 0.03 0.100
H -2.19831 -1.51354 -5.98146 0.00 0.00 0.02 0.068
H -3.29210 -0.13307 -6.15026 0.01 -0.01 -0.01 0.057
H -2.79684 -0.69663 -4.54403 -0.02 0.02 0.00 0.056
N 3.09767 -5.19336 6.04724 0.00 0.00 -0.01 0.090
C 2.59863 -4.52955 5.24556 0.03 -0.01 0.02 -0.232
C 1.97804 -3.70739 4.25326 -0.09 0.06 -0.08 -0.289
C 2.74229 -2.87389 3.42884 0.08 -0.01 0.02 -0.076
C 2.12386 -2.08244 2.47642 -0.06 -0.10 0.06 -0.160
C 0.72593 -2.05457 2.26619 -0.40 0.01 -0.23 -0.215
C 0.00318 -2.91762 3.11906 0.07 0.00 0.06 -0.155
C 0.59033 -3.71954 4.08696 -0.01 -0.02 0.02 -0.083
H 3.82086 -2.85468 3.55232 -0.01 0.00 -0.01 0.098
H 2.75672 -1.44387 1.86675 0.01 0.01 0.00 0.066
H -1.07963 -2.95855 3.03181 -0.01 0.00 -0.01 0.069
H -0.01324 -4.36133 4.72187 0.00 0.01 0.00 0.096
```
Positions in Å, forces in eV/Å.